Here is a structure of composition C15H38LaN5O2PS3 from the OMol25 dataset. Energies are from the ωB97M-V functional and the def2-TZVPD basis.

Properties
**Kohn-Sham gap (spin up / spin down)**: 3.96 / 8.04 eV
**Multiplicity**: 2
**Net charge**: +2
**Max |F|**: 2.01 eV/A

Geometry as XYZ:
```
65
Properties=species:S:1:pos:R:3:nbo_charge:R:1
La 1.05 -0.07 0.12 1.294
N -1.40 -4.49 3.27 -0.678
C -1.69 -3.40 2.25 -0.044
C -1.85 -2.11 3.01 -0.462
C -0.51 -1.37 3.29 -0.047
N -0.29 -0.23 2.35 -0.921
C 0.69 -2.27 3.23 -0.439
C 0.79 -3.10 1.90 -0.055
N 1.72 -2.41 0.92 -0.912
C -0.58 -3.30 1.22 -0.441
H -2.20 -4.66 3.88 0.454
H -0.63 -4.24 3.87 0.436
H -1.14 -5.37 2.79 0.449
H -2.61 -3.68 1.74 0.257
H -2.41 -2.21 3.97 0.245
H -2.49 -1.42 2.42 0.269
H -0.57 -0.96 4.31 0.220
H 0.33 0.40 2.85 0.403
H -1.16 0.32 2.17 0.413
H 0.67 -2.99 4.07 0.203
H 1.61 -1.70 3.37 0.260
H 1.24 -4.11 2.08 0.203
H 1.76 -2.93 0.04 0.399
H 2.68 -2.41 1.30 0.408
H -0.48 -4.26 0.66 0.244
H -0.80 -2.42 0.58 0.264
C -1.87 -2.36 -5.35 -0.652
C -1.72 -2.89 -3.92 -0.061
O -2.04 -1.85 -2.91 -0.835
P -0.99 -0.69 -2.53 1.716
S 0.87 -1.30 -2.47 -0.653
S -1.68 0.18 -0.87 -0.675
O -1.09 0.34 -3.74 -0.846
C -1.53 1.74 -3.60 -0.063
C -3.04 1.81 -3.87 -0.649
H -2.01 -3.25 -6.03 0.239
H -0.98 -1.79 -5.68 0.226
H -2.72 -1.65 -5.38 0.232
H -0.75 -3.30 -3.61 0.194
H -2.47 -3.64 -3.67 0.199
H -0.94 2.20 -4.40 0.206
H -1.26 2.15 -2.60 0.194
H -3.38 0.98 -4.59 0.234
H -3.30 2.80 -4.28 0.233
H -3.62 1.67 -2.94 0.220
C 0.38 4.34 1.12 -0.410
N 1.56 3.63 1.60 -0.437
C 1.78 3.71 3.01 -0.405
C 2.38 2.91 0.78 0.320
S 3.16 1.47 1.35 -0.316
N 2.67 3.37 -0.47 -0.439
C 3.24 2.54 -1.53 -0.420
C 2.91 4.82 -0.66 -0.419
H -0.52 3.73 1.27 0.205
H 0.46 4.62 0.08 0.223
H 0.25 5.25 1.68 0.222
H 1.56 4.72 3.36 0.222
H 2.81 3.44 3.29 0.241
H 1.07 3.05 3.53 0.182
H 2.42 2.05 -2.08 0.201
H 3.95 1.76 -1.11 0.243
H 3.76 3.23 -2.21 0.240
H 2.55 5.44 0.15 0.226
H 2.44 5.13 -1.61 0.217
H 3.99 5.03 -0.80 0.223
```

---

Here is a structure of composition C35H31CuN3O3PS from the OMol25 dataset. Energies are from the ωB97M-V functional and the def2-TZVPD basis.

Properties
**Kohn-Sham gap (spin up / spin down)**: 7.10 / 6.07 eV
**Multiplicity**: 2
**Net charge**: +1
**Max |F|**: 4.32 eV/A

Geometry as XYZ:
```
75
Properties=species:S:1:pos:R:3:mulliken_charge:R:1
Cu 0.54 -0.11 3.46 -0.802
O -5.32 -2.96 1.32 -0.496
C -4.43 -3.86 2.01 -0.555
C -3.17 -3.02 2.30 0.312
C -1.96 -3.56 2.77 -0.800
C -0.89 -2.77 3.09 -0.102
N -0.90 -1.44 2.94 -0.118
C -2.08 -0.87 2.50 0.676
C -3.25 -1.60 2.12 -0.372
C -2.04 0.56 2.52 0.291
C -3.21 1.30 2.69 -0.554
C -3.11 2.71 2.83 0.226
C -4.39 3.48 2.94 -0.472
O -5.51 2.62 2.74 -0.511
C -1.80 3.23 2.80 -0.855
C -0.68 2.37 2.66 -0.171
N -0.79 1.05 2.61 0.052
H -6.03 -3.48 0.90 0.308
H -4.16 -4.76 1.39 0.365
H -4.88 -4.21 2.94 0.305
H -1.84 -4.65 2.82 0.396
H 0.00 -3.33 3.51 0.350
H -4.08 -1.09 1.76 0.682
H -4.20 0.77 2.73 0.533
H -4.43 4.23 2.10 0.261
H -4.42 3.99 3.90 0.357
H -6.29 2.92 3.23 0.320
H -1.62 4.30 2.88 0.438
H 0.32 2.82 2.67 0.454
S 1.98 -0.43 5.17 -0.285
C 3.14 -0.23 3.95 0.850
C 4.54 -0.11 4.14 -0.762
C 5.38 0.01 3.06 -0.297
C 4.80 0.08 1.83 -0.688
C 3.44 0.06 1.69 -0.131
N 2.62 -0.04 2.71 0.009
H 4.93 -0.23 5.14 0.417
H 6.45 0.21 3.22 0.374
H 5.48 0.30 1.03 0.423
H 2.98 0.16 0.71 0.609
O 1.13 0.30 -0.45 -0.397
P 1.09 0.24 -1.95 1.187
C 1.06 1.84 -2.74 0.040
C 1.33 2.95 -1.95 -0.341
C 1.42 4.20 -2.58 -0.652
C 1.23 4.34 -3.94 -0.429
C 1.02 3.17 -4.74 -0.712
C 0.87 1.95 -4.14 -0.183
C -0.34 -0.68 -2.46 0.513
C -0.30 -1.49 -3.64 -0.385
C -1.46 -2.12 -4.07 -0.632
C -2.65 -2.03 -3.33 -0.588
C -2.71 -1.18 -2.19 -0.524
C -1.54 -0.53 -1.77 -0.242
C 2.50 -0.63 -2.63 0.273
C 2.71 -1.98 -2.28 -0.300
C 3.83 -2.63 -2.80 -0.673
C 4.72 -1.95 -3.66 -0.530
C 4.61 -0.59 -3.85 -0.650
C 3.50 0.09 -3.30 -0.569
H 1.51 2.83 -0.90 0.461
H 1.48 5.08 -1.95 0.366
H 1.30 5.34 -4.34 0.398
H 0.91 3.35 -5.81 0.399
H 0.70 1.07 -4.77 0.354
H 0.64 -1.71 -4.15 0.329
H -1.39 -2.70 -4.97 0.419
H -3.51 -2.58 -3.69 0.411
H -3.64 -1.01 -1.66 0.411
H -1.48 0.13 -0.86 0.149
H 2.12 -2.47 -1.51 0.478
H 4.09 -3.62 -2.49 0.407
H 5.48 -2.50 -4.19 0.418
H 5.32 -0.07 -4.45 0.465
H 3.34 1.14 -3.56 0.294
```

---

Here is a cluster of 2 separate species, C6H14NO2P in total from the OMol25 dataset. Energies are from the ωB97M-V functional and the def2-TZVPD basis.

Properties
**Kohn-Sham gap (spin up / spin down)**: 7.37 / 6.60 eV
**Energy above the lowest of the compared OMol25 structures with the same formula, charge and spin**: 4.3154 eV
**Max |F|**: 4.41 eV/A

Geometry as XYZ:
```
24
Properties=species:S:1:pos:R:3:nbo_charge:R:1
C 2.51 -1.13 -0.84 -0.418
C 1.49 -1.14 0.34 -0.461
C 3.33 0.12 -0.66 -0.233
C 1.23 0.35 0.30 -0.045
C -2.74 -1.79 0.52 -0.252
C -2.83 2.50 0.27 -0.256
N 2.39 1.02 0.05 -0.609
O -1.81 -1.25 -0.34 -0.833
O -2.54 1.08 0.40 -0.851
P -1.73 0.27 -0.86 1.034
H 2.92 -2.09 -0.74 0.222
H 1.85 -0.93 -1.80 0.207
H 0.64 -1.70 0.13 0.230
H 1.91 -1.24 1.34 0.199
H 4.16 0.01 0.01 0.187
H 3.75 0.50 -1.62 0.194
H 0.60 0.70 1.08 0.173
H 2.43 2.03 -0.33 0.393
H -3.68 -1.98 0.00 0.176
H -2.89 -0.97 1.39 0.194
H -2.32 -2.74 0.92 0.187
H -2.00 3.17 0.41 0.183
H -3.74 2.67 0.89 0.206
H -2.94 2.56 -0.87 0.173
```

---

Here is a cluster of 2 separate species, C5H14O in total from the OMol25 dataset. Energies are from the ωB97M-V functional and the def2-TZVPD basis.

Properties
**Kohn-Sham gap**: 11.67 eV
**Structure (SMILES)**: CCC(C)C.O
**Energy above the lowest of the compared OMol25 structures with the same formula, charge and spin**: 1.2520 eV
**Max |F|**: 2.95 eV/A

Geometry as XYZ:
```
20
Properties=species:S:1:pos:R:3:nbo_charge:R:1
C 0.68 -1.88 -1.13 -0.615
C -0.63 -1.48 -0.39 -0.402
C -0.90 0.03 -0.20 -0.218
C -2.30 0.63 -0.62 -0.599
C -0.43 0.61 1.11 -0.607
H 0.82 -2.82 -0.55 0.222
H 1.44 -1.11 -0.97 0.198
H 0.47 -2.03 -2.18 0.212
H -0.78 -1.96 0.60 0.192
H -1.48 -2.06 -0.82 0.205
H -0.13 0.43 -0.92 0.179
H -2.31 1.67 -0.32 0.207
H -2.45 0.49 -1.69 0.211
H -3.08 0.00 -0.17 0.203
H -0.75 0.02 2.00 0.206
H 0.62 0.93 1.15 0.194
H -1.00 1.54 1.21 0.206
O 3.11 1.77 0.99 -0.942
H 2.63 1.14 0.45 0.471
H 2.54 2.15 1.66 0.475
```

---

| no. | E_tot (a.u.) |
| --- | --- |
| 1 | -2585.70853 |
| 2 | -4122.16911 |
| 3 | -783.45423 |
| 4 | -274.09605 |